Here is the molecule C2H6NP at a distorted geometry from the OMol25 dataset. Energies are from ωB97M-V/def2-TZVPD.

Each line ends with the Mulliken charge.
Atoms and positions in Å:
C -0.571 -0.529 0.175  -0.01
C 1.642 0.197 0.164  -0.64
N 0.256 0.376 -0.173  -0.34
P -2.327 -0.020 -0.028  -0.14
H -0.373 -1.357 0.896  0.28
H 2.152 0.396 -0.863  0.23
H 1.772 -0.718 0.769  0.33
H 1.968 1.147 0.829  0.20
H -2.811 -0.533 -1.200  0.03
H -1.709 1.040 -0.569  0.06

relative energy (zero: lowest compared OMol25 entry of this formula, charge and spin): 21.71 kcal per mole
Kohn-Sham gap: 10.26 eV
lowest unoccupied orbital energy: 1.104 eV
SMILES: C/N=C/P
highest occupied orbital energy: -9.15 eV

---

Here is the molecule C2H6NP at a distorted geometry from the OMol25 dataset. Energies are from ωB97M-V/def2-TZVPD.

Each line ends with the Mulliken charge.
Atoms and positions in Å:
C -0.188 -0.555 -0.409  0.48
C -0.695 -0.150 0.928  -0.96
N -0.241 -1.670 -0.877  -0.62
P 0.441 1.003 -1.188  -0.04
H -1.201 -0.783 1.646  0.32
H -1.521 0.393 0.525  0.32
H 0.121 0.539 1.380  0.23
H 0.054 -1.928 -1.836  0.24
H 1.193 0.336 -2.087  0.01
H 1.498 0.970 -0.320  0.02

relative energy (zero: lowest compared OMol25 entry of this formula, charge and spin): 10.70 kcal per mole
Kohn-Sham gap: 9.85 eV
lowest unoccupied orbital energy: 0.982 eV
SMILES: [H]/N=C(/C)P
highest occupied orbital energy: -8.87 eV

---

Here is a cluster of 2 separate species, C2H6NS in total at a distorted geometry from the OMol25 dataset. Energies are from ωB97M-V/def2-TZVPD.

Each line ends with the Mulliken charge.
Atoms and positions in Å:
S 0.796 -3.813 -2.722  -0.90
H 1.639 -4.771 -2.790  -0.10
C -1.308 0.621 0.729  -0.58
C 0.869 1.651 0.669  -0.21
N -0.259 1.505 1.202  -0.45
H -2.040 1.129 0.065  0.23
H -1.761 0.273 1.657  0.23
H -0.837 -0.224 0.192  0.29
H 1.645 2.042 1.353  0.22
H 1.255 1.588 -0.356  0.27

charge: -1
relative energy (zero: lowest compared OMol25 entry of this formula, charge and spin): 35.32 kcal per mole
Kohn-Sham gap: 5.83 eV
lowest unoccupied orbital energy: 3.489 eV
highest occupied orbital energy: -2.35 eV

---

Here is a cluster of 2 separate species, C2H6NS in total at a distorted geometry from the OMol25 dataset. Energies are from ωB97M-V/def2-TZVPD.

Each line ends with the Mulliken charge.
Atoms and positions in Å:
S -0.178 1.748 -0.576  -0.78
H -0.512 2.924 -1.089  -0.08
C 0.952 -0.578 0.844  -0.80
C -0.746 -1.683 -0.227  -0.07
N 0.106 -1.779 0.709  -0.52
H 1.703 -0.797 1.617  0.27
H 0.393 0.295 1.199  0.25
H 1.437 -0.340 -0.100  0.35
H -1.466 -2.490 -0.414  0.25
H -0.744 -0.854 -0.936  0.13

charge: -1
relative energy (zero: lowest compared OMol25 entry of this formula, charge and spin): 21.08 kcal per mole
Kohn-Sham gap: 7.18 eV
lowest unoccupied orbital energy: 4.395 eV
highest occupied orbital energy: -2.79 eV

---

Here is a cluster of 2 separate species, C2H6NS in total at a distorted geometry from the OMol25 dataset. Energies are from ωB97M-V/def2-TZVPD.

Each line ends with the Löwdin spin population.
Atoms and positions in Å:
C 1.130 0.217 1.789  0.09
C 0.408 -0.904 1.589  0.43
N -0.301 -1.277 0.483  0.03
H 1.118 0.950 0.973  0.00
H 1.566 0.416 2.751  0.06
H 0.399 -1.656 2.378  0.22
H -0.421 -0.654 -0.357  0.01
H -0.592 -2.233 0.386  0.12
S -0.491 0.966 -1.757  0.05
H -1.527 1.247 -2.567  0.00

multiplicity: 2
charge: -2
relative energy (zero: lowest compared OMol25 entry of this formula, charge and spin): 6.43 kcal per mole
Kohn-Sham gap (alpha / beta): 2.16 / 6.76 eV
lowest unoccupied orbital energy (alpha / beta): 6.609 / 6.602 eV
highest occupied orbital energy (alpha / beta): 4.45 / -0.15 eV
<S²>: 0.75

---

Here is a cluster of 2 separate species, C2H6O in total at a distorted geometry from the OMol25 dataset. Energies are from ωB97M-V/def2-TZVPD.

Each line ends with the Mulliken charge.
Atoms and positions in Å:
C 1.427 -0.473 -0.270  -0.59
C -1.864 0.599 0.357  -0.82
O 0.679 -0.226 0.801  -0.33
H 2.455 -0.607 0.032  0.31
H 1.626 0.245 -1.043  0.30
H 0.966 -1.295 -0.770  0.27
H -2.304 1.522 0.347  0.33
H -1.599 -0.063 1.143  0.34
H -1.388 0.298 -0.597  0.19

relative energy (zero: lowest compared OMol25 entry of this formula, charge and spin): 110.74 kcal per mole
Kohn-Sham gap (alpha / beta): 10.87 / 7.43 eV
lowest unoccupied orbital energy (alpha / beta): 0.275 / -1.310 eV
highest occupied orbital energy (alpha / beta): -10.60 / -8.74 eV

---

Here is a cluster of 2 separate species, C2H6O in total at a distorted geometry from the OMol25 dataset. Energies are from ωB97M-V/def2-TZVPD.

Each line ends with the Mulliken charge.
Atoms and positions in Å:
C 1.142 -0.721 -0.036  -0.45
C 1.033 0.648 -0.115  -0.45
H -1.825 -0.350 0.428  0.30
H -2.627 0.799 0.092  0.32
H 0.483 -1.648 -0.235  0.25
H 2.188 -1.045 0.004  0.21
H 0.165 1.238 -0.333  0.29
H 2.015 1.233 0.290  0.16
O -2.574 -0.154 -0.094  -0.63

relative energy (zero: lowest compared OMol25 entry of this formula, charge and spin): 33.65 kcal per mole
Kohn-Sham gap: 11.15 eV
lowest unoccupied orbital energy: 0.951 eV
SMILES: C=C.O
highest occupied orbital energy: -10.20 eV

---

Here is a cluster of 2 separate species, C2H6O2 in total at a distorted geometry from the OMol25 dataset. Energies are from ωB97M-V/def2-TZVPD.

Each line ends with the Mulliken charge.
Atoms and positions in Å:
O -0.384 1.741 -1.561  -0.50
C -0.904 0.937 -0.743  0.17
C 0.000 0.000 0.000  -0.68
H -1.987 0.879 -0.478  0.29
H -0.485 -0.202 0.970  0.28
H 1.028 0.354 0.187  0.20
H 0.052 -0.943 -0.570  0.24
O 3.507 -0.814 2.006  -0.65
H 4.340 -0.439 1.639  0.33
H 3.039 -0.043 2.399  0.32

relative energy (zero: lowest compared OMol25 entry of this formula, charge and spin): 18.41 kcal per mole
Kohn-Sham gap: 10.72 eV
lowest unoccupied orbital energy: 0.735 eV
SMILES: CC=O.O
highest occupied orbital energy: -9.98 eV

---

Here is a cluster of 4 separate species, C2H6O2 in total at a distorted geometry from the OMol25 dataset. Energies are from ωB97M-V/def2-TZVPD.

Each line ends with the Löwdin spin population.
Atoms and positions in Å:
O 0.962 0.254 -1.329  0.06
C -1.551 0.613 0.169  0.07
C -2.030 -0.550 0.384  0.03
H 0.082 0.329 -0.943  0.00
H -1.406 -1.573 -0.607  0.00
H 0.939 0.836 -2.103  0.00
H -2.307 -1.243 1.174  0.00
H 1.364 0.454 1.770  0.01
H 1.791 0.372 0.285  0.01
O 2.157 0.507 1.200  0.82

multiplicity: 2
charge: +1
relative energy (zero: lowest compared OMol25 entry of this formula, charge and spin): 173.84 kcal per mole
Kohn-Sham gap (alpha / beta): 9.68 / 3.62 eV
lowest unoccupied orbital energy (alpha / beta): -6.092 / -11.636 eV
highest occupied orbital energy (alpha / beta): -15.77 / -15.25 eV
<S²>: 0.75

---

Here is a cluster of 2 separate species, C2H6O2S2 in total at a distorted geometry from the OMol25 dataset. Energies are from ωB97M-V/def2-TZVPD.

Each line ends with the Löwdin spin population.
Atoms and positions in Å:
C 1.939 -0.432 -2.974  0.04
S 2.034 -0.576 -1.159  0.45
S -0.109 -0.082 -0.651  0.43
H 2.691 -1.097 -3.458  0.02
H 1.984 0.597 -3.341  0.00
H 1.013 -0.760 -3.491  0.00
H -0.064 1.278 -0.553  0.03
O -2.080 -0.964 3.655  0.00
C -2.084 0.220 3.441  0.00
O -1.498 0.873 2.451  0.02
H -2.894 0.814 3.967  0.00
H -0.934 0.129 2.114  0.01

multiplicity: 2
charge: -1
relative energy (zero: lowest compared OMol25 entry of this formula, charge and spin): 14.06 kcal per mole
Kohn-Sham gap (alpha / beta): 3.95 / 7.15 eV
lowest unoccupied orbital energy (alpha / beta): 3.477 / 3.442 eV
highest occupied orbital energy (alpha / beta): -0.47 / -3.71 eV
<S²>: 0.75

---

Here is a cluster of 3 separate species, C2H6O2Se in total at a distorted geometry from the OMol25 dataset. Energies are from ωB97M-V/def2-TZVPD.

Each line ends with the Mulliken charge.
Atoms and positions in Å:
C 4.028 1.248 0.090  -0.06
C -2.263 -0.579 -0.711  -0.54
O 5.047 1.406 0.687  -0.37
O -4.775 -1.294 1.504  -0.63
Se -1.094 0.749 -0.228  -0.09
H 4.146 1.410 -1.005  0.22
H 3.135 0.787 0.566  0.22
H -2.100 -1.602 -0.420  0.29
H -2.988 -0.459 -1.499  0.32
H -5.402 -1.962 1.846  0.32
H -5.082 -0.995 0.676  0.31

relative energy (zero: lowest compared OMol25 entry of this formula, charge and spin): 29.23 kcal per mole
Kohn-Sham gap: 7.68 eV
lowest unoccupied orbital energy: -1.089 eV
SMILES: C=[Se].C=O.O
highest occupied orbital energy: -8.77 eV

---

Here is a structure of composition C2H6O2Sn at a distorted geometry from the OMol25 dataset. Energies are from ωB97M-V/def2-TZVPD.

Each line ends with the Mulliken charge.
Atoms and positions in Å:
Sn 1.769 0.186 1.527  1.41
C -0.896 0.028 0.186  -0.45
C 0.189 -0.369 -0.822  -0.33
O 1.416 0.307 -0.546  -0.48
O -0.540 -0.268 1.504  -0.54
H -1.896 -0.330 -0.060  0.42
H -0.929 1.117 0.159  0.40
H -0.173 -0.033 -1.794  0.43
H 0.255 -1.456 -0.880  0.34
H 1.898 0.541 -1.342  0.39
H -1.094 0.276 2.069  0.40

charge: +2
relative energy (zero: lowest compared OMol25 entry of this formula, charge and spin): 0.00 kcal per mole
Kohn-Sham gap: 9.90 eV
lowest unoccupied orbital energy: -11.296 eV
highest occupied orbital energy: -21.19 eV

---

Here is a cluster of 2 separate species, C2H6O3 in total at a distorted geometry from the OMol25 dataset. Energies are from ωB97M-V/def2-TZVPD.

Each line ends with the Mulliken charge.
Atoms and positions in Å:
C -1.259 -0.106 0.079  -0.55
C 2.379 -0.216 0.221  0.12
O -0.601 0.563 -1.040  -0.59
O 1.905 0.970 -0.079  -0.39
O 1.970 -1.272 -0.181  -0.49
H -1.348 0.529 0.952  0.21
H -0.527 -1.008 0.322  0.22
H 3.264 -0.203 0.820  0.38
H -1.190 0.267 -1.815  0.33
H 1.018 0.834 -0.381  0.45
H -2.163 -0.621 -0.364  0.31

relative energy (zero: lowest compared OMol25 entry of this formula, charge and spin): 36.12 kcal per mole
Kohn-Sham gap: 11.09 eV
lowest unoccupied orbital energy: 0.635 eV
SMILES: O=CO.CO
highest occupied orbital energy: -10.45 eV

---

Here is a cluster of 2 separate species, C2H6O3 in total at a distorted geometry from the OMol25 dataset. Energies are from ωB97M-V/def2-TZVPD.

Each line ends with the Mulliken charge.
Atoms and positions in Å:
C 1.870 -0.528 -0.022  -0.46
O 1.120 0.408 -0.916  -0.54
H 1.081 -1.108 0.513  0.19
H 2.344 -1.140 -0.813  0.29
H 2.305 0.086 0.795  0.22
H 1.148 0.014 -1.795  0.30
O -3.518 0.367 0.296  -0.46
C -2.388 0.321 0.628  0.30
O -1.490 1.005 -0.079  -0.42
H -1.929 -0.277 1.439  0.23
H -0.543 0.850 -0.047  0.35

relative energy (zero: lowest compared OMol25 entry of this formula, charge and spin): 42.53 kcal per mole
Kohn-Sham gap: 10.97 eV
lowest unoccupied orbital energy: 0.465 eV
SMILES: O=CO.CO
highest occupied orbital energy: -10.51 eV

---

Here is a cluster of 2 separate species, C2H6O4 in total at a distorted geometry from the OMol25 dataset. Energies are from ωB97M-V/def2-TZVPD.

Each line ends with the Mulliken charge.
Atoms and positions in Å:
C -0.256 0.730 -0.752  0.09
C -0.716 -0.572 -0.558  -0.45
O -0.028 0.242 1.714  -0.47
O 1.097 0.354 2.613  -0.34
O 0.934 0.977 -1.295  -0.46
O -0.031 -1.585 -1.247  -0.56
H 0.722 0.993 3.241  0.32
H 1.336 0.121 -1.534  0.37
H -0.251 -1.543 -2.188  0.33
H -0.776 1.612 -0.409  0.36
H -1.788 -0.736 -0.482  0.43
H -0.244 -0.594 0.897  0.39

relative energy (zero: lowest compared OMol25 entry of this formula, charge and spin): 136.17 kcal per mole
Kohn-Sham gap: 9.05 eV
lowest unoccupied orbital energy: 0.265 eV
SMILES: O/C=C\O.OO
highest occupied orbital energy: -8.78 eV

---

Here is a cluster of 2 separate species, C2H6O4P in total at a distorted geometry from the OMol25 dataset. Energies are from ωB97M-V/def2-TZVPD.

Each line ends with the Mulliken charge.
Atoms and positions in Å:
C -1.620 -0.657 0.397  -0.64
C 0.905 2.768 -0.884  0.01
O 1.332 -1.795 -0.477  -0.44
O 1.635 -1.856 2.042  -0.51
O 0.986 3.839 -1.435  -0.45
O -0.426 -0.693 1.101  -0.19
P 0.584 -2.135 1.052  -0.14
H -1.683 -1.456 -0.353  0.29
H -1.711 0.312 -0.117  0.16
H -2.476 -0.767 1.084  0.22
H 0.387 2.634 0.078  0.21
H 1.342 1.847 -1.293  0.22
H 0.746 -2.039 -1.195  0.26

charge: -1
relative energy (zero: lowest compared OMol25 entry of this formula, charge and spin): 47.10 kcal per mole
Kohn-Sham gap: 6.82 eV
lowest unoccupied orbital energy: 3.537 eV
highest occupied orbital energy: -3.28 eV

---

Here is the molecule C2H6OS at a distorted geometry from the OMol25 dataset. Energies are from ωB97M-V/def2-TZVPD.

Each line ends with the Mulliken charge.
Atoms and positions in Å:
C -1.223 -0.013 -0.101  -0.31
C 0.149 -0.313 0.333  -0.46
H -2.584 -1.178 -0.875  0.29
H -1.886 0.415 0.651  0.23
H -1.192 0.599 -1.068  0.28
H 0.274 -1.297 -0.154  0.30
H 0.064 -0.475 1.446  0.26
H 2.265 0.051 0.677  0.11
O -1.786 -1.224 -0.354  -0.50
S 1.487 0.852 0.048  -0.21

relative energy (zero: lowest compared OMol25 entry of this formula, charge and spin): 11.48 kcal per mole
Kohn-Sham gap: 9.96 eV
lowest unoccupied orbital energy: 0.888 eV
SMILES: OCCS
highest occupied orbital energy: -9.08 eV

---

Here is the molecule C2H6OS at a distorted geometry from the OMol25 dataset. Energies are from ωB97M-V/def2-TZVPD.

Each line ends with the Mulliken charge.
Atoms and positions in Å:
C -0.102 0.809 0.305  -0.42
C 1.219 0.430 -0.414  -0.51
H -0.757 -1.397 -0.310  0.16
H 0.042 0.618 1.392  0.30
H -0.430 1.816 0.075  0.29
H 1.058 0.229 -1.456  0.33
H 2.011 1.211 -0.305  0.28
H 1.781 -0.584 1.117  0.31
O 1.869 -0.701 0.121  -0.49
S -1.585 -0.232 -0.052  -0.25

relative energy (zero: lowest compared OMol25 entry of this formula, charge and spin): 6.07 kcal per mole
Kohn-Sham gap: 9.96 eV
lowest unoccupied orbital energy: 0.838 eV
SMILES: OCCS
highest occupied orbital energy: -9.13 eV

---

Here is the molecule C2H6OS at a distorted geometry from the OMol25 dataset. Energies are from ωB97M-V/def2-TZVPD.

Each line ends with the Mulliken charge.
Atoms and positions in Å:
C -0.004 -1.143 0.217  -0.85
C 0.328 0.257 -0.262  0.00
O 1.472 0.781 0.274  -0.50
S -1.540 1.278 -0.076  -0.30
H 0.829 -1.418 0.901  0.26
H -0.177 -1.942 -0.560  0.23
H -1.026 -1.083 0.741  0.29
H 0.252 0.359 -1.384  0.39
H 1.397 0.769 1.277  0.36
H -1.531 2.142 -1.129  0.12

relative energy (zero: lowest compared OMol25 entry of this formula, charge and spin): 16.78 kcal per mole
Kohn-Sham gap: 9.87 eV
lowest unoccupied orbital energy: 0.803 eV
SMILES: C[C@H](O)S
highest occupied orbital energy: -9.07 eV

---

Here is a cluster of 2 separate species, C2H6OS2 in total at a distorted geometry from the OMol25 dataset. Energies are from ωB97M-V/def2-TZVPD.

Each line ends with the Mulliken charge.
Atoms and positions in Å:
S 1.907 -0.504 -2.219  -0.11
S 2.450 -0.667 -0.317  -0.18
H 0.695 -0.278 -1.741  0.12
H 3.539 -0.006 -0.236  0.14
C -1.694 -0.025 -0.232  -0.66
C -0.912 0.123 0.830  0.15
O -1.309 0.513 2.128  -0.47
H -1.439 -0.707 -1.051  0.33
H -2.491 0.684 -0.390  0.21
H 0.024 -0.418 0.827  0.15
H -0.771 1.284 2.402  0.33

relative energy (zero: lowest compared OMol25 entry of this formula, charge and spin): 34.00 kcal per mole
Kohn-Sham gap: 9.19 eV
lowest unoccupied orbital energy: 0.400 eV
SMILES: C=CO.SS
highest occupied orbital energy: -8.79 eV